# 1
Density functional theory data (ωB97M-V with the def2-TZVPD basis set) for 2 unconnected molecules or ions with the total composition C3H4N2OS at a distorted geometry.

Its structure (SMILES) is [H]/N=C/N=C=O.C=S. For the LUMO energy, the calculation gives -0.4 eV. The value obtained for the orbital gap is 8.39 eV. The multiplicity is 1. The molar mass is 116.1 u. The calculation puts the HOMO energy at -8.794 eV. The value obtained for the energy above the lowest of the compared OMol25 structures with the same formula, charge and spin is 239.2 kJ/mol. The total energy is -19036.5692 eV.

```
11
Properties=species:S:1:pos:R:3:forces:R:3
S 1.44132 1.29654 0.36039 0.5 -0.4 0.1
O -2.17420 1.36461 -0.03772 -0.7 2.1 -0.3
N -0.02988 -1.80114 -1.17559 -2.8 3.2 0.6
N -1.52014 -0.82560 0.26699 0.5 -2.4 1.0
C -1.74306 0.30767 0.04804 -1.0 0.6 0.0
C 0.46192 1.55025 -0.88185 2.2 -0.9 0.8
C -0.67954 -1.83776 -0.08736 1.8 -0.4 -0.9
H -0.51272 -2.59277 0.67266 -0.5 -0.3 0.1
H 0.55620 1.00221 -1.79558 -0.2 -0.2 -0.5
H 0.43762 -2.58795 -1.41804 2.1 -3.0 -0.3
H -0.22830 2.27805 -0.67741 -1.9 1.7 -0.6
```
Positions in Å, forces in eV/Å.

---

# 2
Density functional theory data (ωB97M-V with the def2-TZVPD basis set) for C3H4N2OS in the gas phase at a distorted geometry.

For the LUMO energy (spin up / spin down), the calculation gives -0.9 / -0.9 eV. The value obtained for the orbital gap (spin up / spin down) is 7.81 / 7.81 eV. The multiplicity is 1. The molar mass is 116.1 u. The calculation puts the HOMO energy (spin up / spin down) at -8.722 / -8.723 eV. The value obtained for the energy above the lowest of the compared OMol25 structures with the same formula, charge and spin is 285.3 kJ/mol. The total energy is -19036.0919 eV.

```
11
Properties=species:S:1:pos:R:3:forces:R:3
S 0.03855 -0.05349 -2.51759 1.4 2.4 2.0
O -0.59166 -1.34365 -2.50984 -1.6 -2.6 -0.7
N 1.81160 2.11232 -0.29980 1.1 1.4 0.5
N -0.61891 -0.43546 0.07604 3.6 4.2 -1.3
C -0.27880 -0.25952 1.47836 1.7 1.3 0.1
C 0.93142 1.41461 -0.48366 -0.2 -0.5 -0.2
C 0.10335 0.36875 -0.88339 -2.5 -2.6 0.1
H -0.91018 -1.28145 -0.25751 -0.7 -2.6 -1.2
H -0.73020 -1.12503 1.96984 -0.3 0.9 0.6
H 0.87779 -0.19777 1.82680 -2.3 -0.5 -1.4
H -0.63296 0.80069 1.60075 -0.1 -1.3 1.4
```
Positions in Å, forces in eV/Å.

---

# 3
Density functional theory data (ωB97M-V with the def2-TZVPD basis set) for C3H4N2OS2 in the gas phase at a distorted geometry.

Its structure (SMILES) is [H]/N=C/NSC(=O)C=S. For the LUMO energy, the calculation gives -1.9 eV. The value obtained for the orbital gap is 7.45 eV. The multiplicity is 1. The molar mass is 148.2 u. The calculation puts the HOMO energy at -9.364 eV. The value obtained for the energy above the lowest of the compared OMol25 structures with the same formula, charge and spin is 256.6 kJ/mol. The total energy is -29871.4842 eV.

```
12
Properties=species:S:1:pos:R:3:forces:R:3
S -0.80239 0.60397 -1.22923 0.9 -1.3 0.7
S -1.91668 -2.01381 -2.32482 -1.2 -0.7 -0.9
O 0.66213 -1.14657 0.19781 -1.8 -0.3 -1.9
N 0.39861 1.43329 -0.34879 1.9 -2.0 -0.8
N 1.38558 1.85057 1.66357 -3.4 -1.6 -0.6
C -0.97601 -2.28899 -1.08641 0.5 1.0 -0.8
C 0.25919 1.46249 1.09201 4.8 2.4 -1.5
C -0.25445 -1.10159 -0.62599 1.8 1.8 2.7
H 1.41515 1.02040 -0.70806 -3.3 1.8 1.7
H 1.23707 1.93687 2.66050 0.0 0.1 0.3
H -0.77013 1.45923 1.40496 -0.3 -0.4 0.6
H -0.63806 -3.21585 -0.69555 -0.1 -0.9 0.5
```
Positions in Å, forces in eV/Å.

---

# 4
Density functional theory data (ωB97M-V with the def2-TZVPD basis set) for C3H4N2OS2 in the gas phase at a distorted geometry.

Its structure (SMILES) is Oc1n[nH]c(S)c1S. For the LUMO energy, the calculation gives 0.6 eV. The value obtained for the orbital gap is 9.41 eV. The multiplicity is 1. The molar mass is 148.2 u. The calculation puts the HOMO energy at -8.778 eV. The value obtained for the energy above the lowest of the compared OMol25 structures with the same formula, charge and spin is 63.9 kJ/mol. The total energy is -29873.4809 eV.

```
12
Properties=species:S:1:pos:R:3:forces:R:3
S 0.06536 0.82963 -2.33452 0.1 -0.2 0.2
S 1.60979 -1.37373 0.05129 0.2 0.3 0.2
O -0.34963 -0.70478 2.61651 -0.8 0.4 0.6
N -1.53833 0.74028 1.23909 -0.4 0.1 0.3
N -1.39685 1.10837 -0.05470 0.3 0.0 -0.6
C 0.25407 -0.29342 0.29255 -0.2 0.0 -0.1
C -0.34908 0.51266 -0.65899 0.0 0.1 0.0
C -0.56876 -0.10354 1.43861 0.8 -0.4 -0.3
H -2.03995 1.75755 -0.46713 -0.1 0.0 0.1
H 1.03199 -0.11619 -2.35918 -0.2 0.2 0.1
H -1.06598 -0.38139 3.20341 0.6 -0.3 -0.2
H 2.59732 -0.55098 0.49868 -0.3 -0.3 -0.2
```
Positions in Å, forces in eV/Å.